Below is a molecular structure, C4H11N3 in a non-equilibrium geometry, with properties calculated with ωB97M-V/def2-TZVPD.

XYZ file:
```
18
C4H11N3 | the OMol25 dataset | ωB97M-V/def2-TZVPD
C -1.8292 0.8910 0.1232
C -0.6833 0.6860 -0.8238
C 0.5217 0.1404 -0.1568
C 1.8031 0.6099 -0.1125
N 2.8717 -0.2785 0.1206
N 0.2833 -1.1476 0.5828
N -2.5513 -0.7124 0.1261
H -1.5414 1.5723 0.9623
H -2.6630 1.3923 -0.4568
H -0.4331 1.4229 -1.5789
H -1.1247 -0.1385 -1.4446
H 2.1445 1.5996 -0.4678
H 2.5035 -1.2276 0.3763
H 3.5030 -0.4984 -0.6405
H -0.6955 -1.3732 0.6022
H 0.4102 -1.1879 1.6322
H -3.5672 -0.5392 0.1707
H -1.6362 -0.0181 0.8585
```

Output
- LUMO level (Ha) = 0.0260
- relative energy (zero: lowest compared OMol25 entry of this formula, charge and spin) (kcal per mole) = 163.0
- Kohn-Sham gap (Eh) = 0.301
- E_tot (eV) = -8790.5509
- E_HOMO (Ha) = -0.2752